# 1
Here is a 8-piece molecular cluster, C65H146F18N2P6 overall at a distorted geometry from the Open Molecules 2025 dataset. Energies are from ωB97M-V with the def2-TZVPD basis set.

Output
* orbital gap: 0.300 Ha
* highest occupied orbital energy: -11.826 eV
* E_LUMO: -3.67 eV

```
! wB97M-V def2-TZVPD RIJCOSX def2/J DEFGRID3
* xyz 2 1
C -4.19726 1.94463 2.49321
C -4.41616 2.72409 1.29184
C -5.03110 1.84476 0.11914
C -5.32431 2.45787 -1.26681
P -4.08538 3.18147 -2.26148
C -4.85391 4.40868 -3.50442
C -6.25208 3.89736 -3.91201
C -6.84496 4.27131 -5.25110
C -6.24306 3.50885 -6.44081
C -2.87910 4.23687 -1.35137
C -2.08067 5.23340 -2.09818
C -1.58681 6.38693 -1.17625
C -0.81572 5.90471 0.02882
C -3.09079 1.84441 -3.08467
C -2.72065 2.14627 -4.57083
C -1.64670 1.17096 -5.23859
C -1.25114 1.62502 -6.72372
H -3.88775 2.49933 3.37899
H -3.25925 1.41216 2.33602
H -4.98450 1.29601 2.87745
H -3.70349 3.51625 1.06231
H -5.26948 3.37538 1.48089
H -5.91791 1.45172 0.61633
H -4.38112 0.98700 -0.05372
H -6.15816 3.15981 -1.25783
H -5.60380 1.54713 -1.79645
H -4.13823 4.35816 -4.32500
H -5.00632 5.41019 -3.10210
H -6.91394 4.28936 -3.13976
H -6.28839 2.80826 -3.88648
H -6.74642 5.34975 -5.37511
H -7.92180 4.10827 -5.20716
H -5.79038 2.53216 -6.26978
H -5.51879 4.12609 -6.97237
H -7.03546 3.39507 -7.18058
H -2.14647 3.55357 -0.92189
H -3.37043 4.80497 -0.56146
H -2.62224 5.58767 -2.97527
H -1.20885 4.77985 -2.56971
H -2.46532 6.97207 -0.90434
H -0.98942 7.02280 -1.82962
H 0.01703 5.24877 -0.22486
H -1.43161 5.33050 0.72097
H -0.32923 6.78613 0.44657
H -3.49301 0.84064 -2.94770
H -2.23089 1.80319 -2.41612
H -2.29888 3.15030 -4.52451
H -3.56774 2.24214 -5.25007
H -1.98111 0.13515 -5.29641
H -0.77464 1.11907 -4.58674
H -0.72147 2.57747 -6.74324
H -2.14059 1.69977 -7.34933
H -0.50093 0.93238 -7.10523
C 8.65246 1.59794 6.28409
C 7.96713 1.87301 4.95972
C 7.42260 0.54810 4.34177
C 6.07055 0.20825 5.00399
P 4.90033 -0.55079 3.82874
C 4.65236 0.58250 2.44773
C 4.19570 2.01353 2.86922
C 4.63196 3.14396 1.88335
C 3.99700 3.07703 0.50033
C 5.38649 -2.14032 3.24753
C 5.66265 -3.21815 4.25955
C 5.63155 -4.72071 3.83657
C 4.27516 -5.41939 4.15701
C 3.24955 -0.79280 4.74639
C 2.11334 -1.46278 3.89203
C 0.92262 -2.08778 4.65311
C -0.23211 -2.66339 3.89535
H 9.40919 0.83029 6.12231
H 8.00961 1.34986 7.12867
H 9.16552 2.48268 6.66106
H 8.68766 2.40266 4.33649
H 7.24938 2.68782 5.05463
H 8.04765 -0.32968 4.50586
H 7.36277 0.62262 3.25597
H 5.77173 1.11799 5.52473
H 6.25463 -0.46521 5.84105
H 3.82490 0.27826 1.80677
H 5.57440 0.77233 1.89827
H 4.58549 2.34976 3.83001
H 3.13477 2.14381 3.08271
H 5.71672 3.05299 1.82761
H 4.42277 4.14890 2.25001
H 2.90872 3.09119 0.56002
H 4.36344 2.14453 0.07106
H 4.19092 3.86141 -0.23127
H 6.28125 -2.01706 2.63735
H 4.63252 -2.59642 2.60596
H 4.92919 -3.14525 5.06255
H 6.65516 -2.98935 4.64770
H 6.44440 -5.32364 4.24135
H 5.73631 -4.73326 2.75170
H 3.37105 -4.83834 3.97517
H 4.20058 -5.70981 5.20496
H 4.11657 -6.33597 3.58885
H 2.86533 0.18189 5.04717
H 3.37559 -1.43966 5.61460
H 2.30309 -2.27568 3.19111
H 1.73746 -0.73458 3.17332
H 0.65801 -1.21761 5.25383
H 1.42495 -2.85642 5.24044
H -0.73760 -3.30387 4.61810
H 0.07662 -3.29812 3.06475
H -1.01517 -1.98809 3.55054
C -0.84541 -8.33455 -3.88511
C -1.46275 -8.85685 -2.66074
C -1.43376 -7.91453 -1.48300
C -2.27683 -8.30503 -0.32160
P -2.45657 -6.97089 0.97856
C -1.00045 -7.16551 2.12458
C 0.34002 -7.76141 1.64692
C 1.39739 -7.46957 2.65929
C 1.08226 -8.25065 3.96669
C -2.42421 -5.34623 0.15715
C -2.67014 -4.07769 1.01514
C -2.70224 -2.75566 0.29043
C -3.30841 -1.68662 1.12553
C -4.04973 -7.18202 1.91788
C -5.42223 -7.61840 1.31538
C -5.66232 -9.06820 0.85667
C -6.62052 -9.21722 -0.29711
H -0.75983 -9.16796 -4.58238
H 0.05027 -7.72353 -3.77329
H -1.53779 -7.74351 -4.48457
H -0.91048 -9.73480 -2.32559
H -2.49494 -9.18802 -2.77481
H -1.63225 -6.89949 -1.82709
H -0.42029 -7.69795 -1.14524
H -2.10082 -9.30346 0.07870
H -3.29973 -8.39204 -0.68796
H -1.39791 -7.56728 3.05663
H -0.70425 -6.13728 2.33222
H 0.55420 -7.30456 0.68073
H 0.30791 -8.82099 1.39322
H 1.59107 -6.40222 2.76588
H 2.33639 -7.96832 2.41925
H 0.38098 -7.68942 4.58420
H 1.96668 -8.43383 4.57690
H 0.76226 -9.27661 3.78472
H -3.02433 -5.13552 -0.72803
H -1.43557 -5.29106 -0.29855
H -1.85178 -4.08874 1.73502
H -3.59280 -4.19487 1.58352
H -3.34649 -2.89265 -0.57806
H -1.72750 -2.44648 -0.08691
H -3.63101 -0.82131 0.54653
H -2.64064 -1.30048 1.89566
H -4.24706 -1.97059 1.60134
H -4.21250 -6.21833 2.40050
H -3.75016 -7.95526 2.62531
H -5.55277 -6.99215 0.43284
H -6.26581 -7.32246 1.93897
H -6.13498 -9.58137 1.69414
H -4.71667 -9.60416 0.77548
H -6.34353 -8.60481 -1.15520
H -7.63570 -8.87178 -0.10175
H -6.82287 -10.18950 -0.74636
C 1.77748 4.56483 -2.97210
C 1.49127 4.38561 -4.45845
C 2.42889 5.26150 -5.27138
C 2.07348 5.22026 -6.73224
N 2.88135 6.08365 -7.60781
C 2.62300 5.95192 -9.14166
C 3.89039 6.26112 -9.85133
C 4.96397 6.32855 -8.87482
C 4.39732 5.81255 -7.52544
C 2.49928 7.58827 -7.21026
H 1.26750 3.80462 -2.38040
H 1.30867 5.48012 -2.61076
H 2.84720 4.53392 -2.76512
H 0.45752 4.65686 -4.67270
H 1.63342 3.33219 -4.69967
H 3.47290 4.97420 -5.14646
H 2.17939 6.24482 -4.87273
H 1.02441 5.34976 -6.99830
H 2.05646 4.21516 -7.15362
H 1.72116 6.52187 -9.36513
H 2.41563 4.91093 -9.38951
H 3.74176 7.26461 -10.25010
H 4.02457 5.55295 -10.66899
H 5.19338 7.38351 -8.72470
H 5.89973 5.80057 -9.05835
H 4.82244 6.25838 -6.62622
H 4.70901 4.76897 -7.48180
H 2.63428 7.82019 -6.15381
H 1.47516 7.90778 -7.40314
H 3.14255 8.11302 -7.91661
C -3.58106 5.61719 6.07065
C -2.47337 4.65147 6.13917
C -1.56605 4.54291 4.88830
N -0.23588 3.88414 5.26611
C 0.56293 4.58254 6.36136
C 0.70270 3.62884 4.02608
C 0.27558 2.23674 3.53500
C -0.65361 1.61770 4.54770
C -0.36487 2.37548 5.76402
H -4.27471 5.50678 6.90417
H -4.18334 5.41610 5.18469
H -3.22260 6.64598 6.03608
H -2.89115 3.66616 6.34592
H -1.95265 4.87456 7.07040
H -1.26624 5.45002 4.36355
H -2.12426 3.94063 4.17153
H 1.57174 4.18302 6.46529
H 0.07899 4.46943 7.33146
H 0.72714 5.52924 5.84667
H 1.76745 3.68038 4.25356
H 0.47007 4.42241 3.31599
H 1.12187 1.55994 3.41735
H -0.21289 2.27112 2.56120
H -0.54233 0.53344 4.55838
H -1.66665 1.86434 4.22988
H 0.64820 2.11617 6.07148
H -1.04768 2.24407 6.60342
P -1.07094 -3.44625 -3.84053
F -0.60350 -4.22469 -2.53889
F 0.42527 -3.04586 -4.24193
F -0.94008 -4.80676 -4.73253
F -1.63528 -2.83655 -5.22472
F -2.61714 -3.89451 -3.49549
F -1.08094 -1.97210 -3.07107
P 2.43149 -4.34662 0.13671
F 1.32221 -4.36052 1.28310
F 2.71419 -2.85030 0.64959
F 3.61979 -4.78374 1.13518
F 3.63424 -4.33746 -0.98793
F 2.04482 -5.86409 -0.26369
F 1.30483 -3.76461 -0.90113
P 0.32031 0.39763 -0.74470
F 0.50866 0.40176 0.91726
F 0.10328 1.97468 -0.87668
F 1.92291 0.55886 -0.91022
F 0.17099 0.35294 -2.38336
F 0.60732 -1.21264 -0.71796
F -1.28081 0.20584 -0.55077
*
```

=====

# 2
Here is a 2-piece molecular cluster, C4H8O overall from the Open Molecules 2025 dataset. Energies are from ωB97M-V with the def2-TZVPD basis set.

Output
* orbital gap: 0.370 Ha
* highest occupied orbital energy: -9.396 eV
* energy above the lowest of the compared OMol25 structures with the same formula, charge and spin: 106.8 kcal per mole
* E_LUMO: 0.68 eV

```
! wB97M-V def2-TZVPD RIJCOSX def2/J DEFGRID3
* xyz 0 1
O 2.11950 0.50144 -0.20678
C 0.88124 0.08699 -0.13980
C 0.02712 -0.21940 1.09850
C -1.23224 -0.05465 0.21494
C -0.35943 0.61982 -0.86997
H 1.76433 -0.73453 -0.65997
H 0.93291 -1.26319 -0.72253
H 0.16759 0.61790 1.79231
H 0.19461 -1.15830 1.63049
H -2.04434 0.54583 0.62993
H -1.63640 -1.01509 -0.11623
H -0.33450 1.71159 -0.77130
H -0.50290 0.35756 -1.92037
*
```

=====

# 3
Here is an isolated molecule of CH3N5O at a distorted geometry from the Open Molecules 2025 dataset. Energies are from ωB97M-V with the def2-TZVPD basis set.

Output
* orbital gap: 0.332 Ha
* highest occupied orbital energy: -8.984 eV
* energy above the lowest of the compared OMol25 structures with the same formula, charge and spin: 66.2 kcal per mole
* E_LUMO: 0.05 eV

```
! wB97M-V def2-TZVPD RIJCOSX def2/J DEFGRID3
* xyz 0 1
N 0.88777 -0.37922 -1.64086
N 1.26431 -0.04570 -0.30447
C 0.32245 0.19260 0.50665
N 0.49170 0.21462 1.87200
N -0.65823 0.23097 2.40442
O -1.66473 0.14612 1.55300
N -1.12242 0.27500 0.26643
H 0.12323 0.21253 -2.04817
H 1.74174 -0.33033 -2.27812
H -1.38582 -0.51658 -0.33088
*
```

=====

How do the records compare in electronic energy? In the order shown, they have -6519.378746, -232.275509, -388.764175 Ha.